No. 1
{"formula": "C2H16NO4S", "method": "ωB97M-V with the def2-TZVPD basis set", "symbols": ["C", "C", "S", "N", "H", "H", "H", "H", "H", "H", "H", "H", "H", "H", "O", "H", "H", "O", "H", "H", "O", "H", "H", "O"], "coordinates": [[-0.913, 0.315, -0.859], [-0.750, 1.637, -0.202], [-2.155, 2.308, 0.895], [0.129, -0.694, -0.461], [-1.005, 0.610, -2.040], [-1.825, -0.215, -0.553], [-0.432, 2.524, -0.879], [0.001, 1.628, 0.605], [-1.544, 3.336, 0.963], [0.376, -1.423, -1.288], [-0.124, -1.362, 0.186], [1.002, -0.176, -0.254], [-2.828, -1.007, 1.601], [-1.729, -1.070, 2.255], [-1.924, -1.014, 1.359], [5.539, -2.920, 2.550], [4.838, -3.798, 1.518], [4.653, -3.008, 2.197], [-2.923, 4.715, -1.826], [-1.481, 4.988, -2.322], [-2.163, 4.245, -2.336], [2.217, -2.793, 0.260], [1.532, -3.815, -0.959], [1.509, -3.011, -0.409]], "forces_ev_per_a": [[-2.09, 0.06, -2.74], [0.83, 2.97, 1.66], [-2.21, -5.24, -1.41], [2.38, 0.76, -5.79], [0.74, -1.69, 2.73], [0.11, 0.75, -0.52], [-0.81, -1.82, 0.78], [0.24, -0.43, -0.58], [2.49, 4.89, 0.52], [-0.33, 2.25, 2.01], [-1.06, -1.20, 2.70], [-0.39, -0.86, 0.20], [-2.56, 0.10, -1.15], [2.38, -0.21, 2.92], [0.12, -0.16, -1.31], [0.27, 0.34, 0.40], [-0.82, 2.54, 2.21], [0.49, -2.90, -2.69], [1.75, -1.44, -1.34], [-1.16, -1.49, -0.25], [-0.50, 2.89, 1.61], [-0.70, -1.49, -1.50], [0.96, 0.36, 1.05], [-0.14, 1.04, 0.48]], "spin_multiplicity": 1, "total_charge": 1}



No. 2
{"formula": "C6H13N3OS", "method": "ωB97M-V with the def2-TZVPD basis set", "symbols": ["C", "C", "C", "C", "C", "C", "N", "N", "N", "O", "S", "H", "H", "H", "H", "H", "H", "H", "H", "H", "H", "H", "H", "H"], "coordinates": [[0.471, 0.721, -0.372], [-1.931, -2.598, -1.760], [2.944, 1.346, 1.470], [1.079, 0.832, 3.074], [-2.765, -1.330, -1.715], [1.435, 1.296, 1.639], [0.366, -0.027, -1.495], [-0.360, -0.155, -2.413], [0.896, 0.323, 0.740], [-2.416, 0.417, -3.893], [-2.092, 0.360, -2.495], [0.298, 1.688, -0.683], [-2.344, -3.340, -2.365], [-0.948, -2.393, -2.211], [-1.649, -3.064, -0.795], [3.076, 1.974, 0.616], [3.233, 1.875, 2.388], [3.358, 0.347, 1.338], [1.334, -0.205, 3.255], [-0.017, 0.892, 3.371], [1.653, 1.357, 3.808], [-2.885, -1.141, -0.666], [-3.684, -1.497, -2.225], [0.949, 2.320, 1.387]], "forces_ev_per_a": [[-0.42, -0.81, 1.56], [2.39, 0.67, 0.22], [-1.12, 0.62, 0.75], [-1.45, 0.09, 0.09], [1.54, 0.40, 0.06], [-1.97, 0.45, 1.05], [2.22, -1.37, 0.47], [-1.56, -1.04, -2.78], [0.14, -0.90, -0.96], [-0.03, -0.26, -1.61], [-0.85, -0.77, 3.21], [-0.11, 2.93, -0.15], [-0.91, -1.19, -0.96], [-0.23, -0.14, 0.01], [-0.62, 0.56, -0.22], [0.85, 0.23, -0.64], [0.85, -0.28, -0.44], [0.13, 0.19, 0.19], [0.20, -0.39, -0.50], [1.23, 0.23, -0.67], [0.23, 0.75, 0.48], [-0.58, 0.85, 0.40], [-0.88, 0.37, -0.30], [0.94, -1.20, 0.73]], "spin_multiplicity": 1, "total_charge": 0}



Values of HOMO energy, in order: -12.1550 -8.2338, all in eV.
Values of E, in order: -22840.32630 -23781.14438, all in eV.